(a)
# C2HClN2O

The molecule C2HClN2O (ωB97M-V with the def2-TZVPD basis set, the OMol25 dataset).

Each line ends with the Mulliken charge.
Cartesian coordinates (Å):
1 Cl 1.95 0.00 -0.01  -0.14
2 C 0.24 0.00 -0.02  0.41
3 C -0.62 1.12 0.05  -0.16
4 N -1.89 0.63 -0.04  -0.21
5 O -1.76 -0.71 -0.02  -0.01
6 N -0.44 -1.10 0.05  -0.27
7 H -0.44 2.19 0.06  0.38

2S+1   1
SMILES   Clc1cnon1

---

(b)
# C2HClN2O

A structure of composition C2HClN2O (ωB97M-V with the def2-TZVPD basis set, the OMol25 dataset).

Each line ends with the Mulliken charge.
Cartesian coordinates (Å):
1 C -0.19 -0.13 0.07  0.61
2 C 1.48 -0.45 -1.05  -0.05
3 H 2.19 -0.99 -1.63  0.42
4 N 0.38 -1.10 -0.56  -0.45
5 N 1.61 0.83 -0.72  -0.26
6 O 0.48 1.01 0.11  -0.14
7 Cl -1.62 -0.10 0.92  -0.12

2S+1   1

---

Going by the energies, (b) is most stable and the next is 29.5 kcal/mol up.

---

(a)
# C4H3F3

The molecule C4H3F3 (ωB97M-V with the def2-TZVPD basis set, the OMol25 dataset).

Each line ends with the Mulliken charge.
Cartesian coordinates (Å):
1 F 2.19 0.30 2.41  -0.28
2 C 1.10 0.56 1.67  0.84
3 F 0.15 1.05 2.51  -0.28
4 C 0.76 -0.36 0.54  -0.50
5 C -0.34 0.39 -0.15  -0.55
6 C 1.23 1.07 0.30  0.13
7 F 2.16 1.64 -0.45  -0.25
8 H 1.16 -1.34 0.36  0.39
9 H -0.46 0.26 -1.21  0.29
10 H -1.17 0.78 0.41  0.20

2S+1   1
SMILES   FC1(F)[C@H]2C[C@]21F

---

(b)
# C4H3F3

The molecule C4H3F3 (ωB97M-V with the def2-TZVPD basis set, the OMol25 dataset).

Each line ends with the Mulliken charge.
Cartesian coordinates (Å):
1 C -1.11 -0.37 -0.14  -0.07
2 C -0.72 -0.21 -1.41  -0.22
3 C 0.09 -0.02 0.80  -0.38
4 C 1.33 0.39 0.00  0.41
5 F -1.53 -0.32 -2.40  -0.17
6 F 2.38 -0.42 -0.11  -0.22
7 F 1.71 1.64 0.19  -0.23
8 H -2.21 -0.64 0.06  0.31
9 H -0.18 0.77 1.39  0.28
10 H 0.25 -0.81 1.61  0.29

2S+1   1

---

Going by the energies, (a) is most stable and the next is 43.2 kcal/mol up.

---

(a)
# C2H2BO3

The ion C2H2BO3 with charge -1 (ωB97M-V with the def2-TZVPD basis set, the OMol25 dataset).

Each line ends with the Mulliken charge.
Cartesian coordinates (Å):
1 B 1.03 0.00 -0.15  0.24
2 C -0.36 0.77 -0.09  0.18
3 C -1.06 -0.53 0.02  0.62
4 O 0.09 -1.20 0.47  -0.48
5 O -0.81 2.09 0.35  -0.61
6 O -2.13 -1.07 -0.02  -0.60
7 H 1.44 -0.34 -1.14  -0.17
8 H 1.81 0.29 0.57  -0.17

2S+1   1
Charge   -1

---

(b)
# C2H2BO3

A structure of composition C2H2BO3 (ωB97M-V with the def2-TZVPD basis set, the OMol25 dataset).

Each line ends with the Mulliken charge.
Cartesian coordinates (Å):
1 B -0.11 0.18 0.97  0.18
2 C 0.65 -0.59 -0.19  0.20
3 C -0.18 0.39 -1.07  0.64
4 O -0.98 0.78 -0.10  -0.47
5 O 1.17 -1.88 -0.65  -0.60
6 O -0.22 0.73 -2.25  -0.64
7 H -0.77 -0.63 1.77  -0.13
8 H 0.44 1.02 1.52  -0.17

2S+1   1
Charge   -1

---

Going by the energies, (b) is most stable and the next is 4.5 kcal/mol up.

---

(a)
# H43O21

A cluster of 21 separate species, H43O21 in total (ωB97M-V with the def2-TZVPD basis set, the OMol25 dataset).

Each line ends with the Mulliken charge.
Cartesian coordinates (Å):
1 O 2.48 -2.27 -1.61  -0.61
2 H 1.50 -0.39 2.32  0.33
3 H 2.08 -3.06 -1.23  0.30
4 O 1.19 -0.58 -2.94  -0.71
5 H 1.63 -1.50 -2.81  0.41
6 H 3.28 -2.73 -2.13  0.33
7 O -2.12 0.71 1.07  -0.50
8 H -2.04 -0.29 0.85  0.23
9 H -4.58 -0.36 1.87  0.31
10 O -0.70 -2.63 -3.44  -0.65
11 H -4.32 -1.74 2.19  0.24
12 H -3.06 0.58 -2.41  0.29
13 O 0.83 2.20 3.65  -0.70
14 H 0.88 1.49 2.90  0.46
15 H -0.11 2.17 3.97  0.24
16 O -3.92 -0.99 2.35  -0.53
17 H -0.08 -2.21 -2.76  0.30
18 H -0.93 -0.92 4.41  0.23
19 O 1.51 3.76 -2.60  -0.64
20 H 1.34 4.45 -3.24  0.27
21 H 0.86 3.72 -1.90  0.27
22 O -0.07 -2.10 -0.38  0.07
23 H -0.96 -2.23 -1.09  0.13
24 H -0.32 -1.23 -0.24  -0.13
25 O -0.18 4.27 0.44  -0.62
26 H -0.54 4.90 1.03  0.28
27 H -0.27 3.67 1.27  0.45
28 O 2.19 0.59 -0.20  -0.64
29 H 1.65 0.02 -0.87  0.37
30 H 1.41 1.06 0.19  0.30
31 O -2.44 -2.46 -1.46  -0.47
32 H -3.10 -3.16 -1.69  0.29
33 H -2.82 -1.62 -1.74  0.21
34 O -0.57 -5.07 -0.98  -0.60
35 H -0.79 -5.62 -0.24  0.31
36 H -0.96 -4.25 -0.75  0.26
37 O 2.75 1.63 -2.34  -0.60
38 H 2.93 1.05 -1.31  0.60
39 H 3.22 2.53 -2.36  0.43
40 O -1.24 -0.20 4.77  -0.54
41 H -2.20 -0.12 4.81  0.30
42 H 1.57 3.81 0.83  0.24
43 O -1.17 3.82 2.82  -0.69
44 H -0.74 4.17 3.58  0.35
45 H 1.44 0.00 -3.82  0.29
46 O 2.71 -0.13 3.77  -0.68
47 H -0.65 -3.56 -3.19  0.31
48 O -1.39 -0.45 -4.88  -0.64
49 H -0.78 -0.79 -4.22  0.39
50 H -2.13 -1.02 -4.93  0.30
51 O 2.02 3.26 0.19  -0.37
52 H 2.87 3.64 0.08  0.20
53 H 1.81 2.04 -2.00  0.47
54 O -2.58 0.65 -1.61  -0.54
55 H -1.47 2.85 3.16  0.27
56 H -1.86 1.22 -1.88  0.24
57 O 0.63 -3.99 1.65  -0.60
58 H 1.34 -4.29 2.27  0.30
59 H 1.13 -3.52 0.95  0.23
60 O 0.64 0.02 2.10  -0.30
61 H -2.61 1.12 0.41  0.26
62 H 0.03 -0.68 2.20  0.06
63 H 2.45 0.70 4.14  0.32
64 H 3.27 0.04 3.03  0.33

2S+1   1
Charge   +1

---

(b)
# H43O21

A cluster of 21 separate species, H43O21 in total (ωB97M-V with the def2-TZVPD basis set, the OMol25 dataset).

Each line ends with the Mulliken charge.
Cartesian coordinates (Å):
1 O 3.39 0.34 -0.61  -0.64
2 H 3.61 0.52 0.33  0.33
3 H 3.10 1.20 -1.01  0.39
4 O 0.70 -0.53 -1.22  -0.61
5 H 0.28 0.35 -1.29  0.29
6 H 1.67 -0.29 -1.36  0.34
7 O -0.55 -2.28 -2.54  -0.49
8 H -0.89 -2.92 -1.77  0.42
9 H 0.01 -1.56 -1.96  0.57
10 O -2.27 0.05 0.34  -0.49
11 H -3.00 -0.03 -2.59  0.38
12 H -2.87 -0.64 0.68  0.36
13 O -0.20 2.22 -1.21  -0.79
14 H -1.04 2.55 -1.55  0.28
15 H 0.00 2.70 -0.39  0.16
16 O -3.14 1.58 -2.12  -0.71
17 H -3.82 2.14 -2.53  0.32
18 H -3.40 1.69 -1.17  0.38
19 O -2.87 -1.01 -2.49  -0.77
20 H -1.38 -1.70 -2.68  0.65
21 H -3.20 -1.38 -3.32  0.33
22 O -3.84 -2.03 -0.16  -0.56
23 H -3.57 -2.95 -0.29  0.23
24 H -3.68 -1.46 -0.94  0.41
25 O 4.17 0.06 1.97  -0.65
26 H 3.86 -0.75 2.41  0.25
27 H 5.07 -0.02 1.66  0.31
28 O 2.76 -2.06 3.40  -0.63
29 H 2.40 -2.11 4.29  0.29
30 H 3.19 -2.87 3.13  0.31
31 O -0.32 -2.86 1.30  -0.75
32 H 0.44 -2.31 1.53  0.28
33 H -1.05 -2.23 1.38  0.30
34 O 1.51 3.85 1.27  -0.66
35 H 1.57 4.13 2.19  0.31
36 H 2.41 3.52 1.19  0.30
37 O 1.18 -3.82 -1.80  -0.55
38 H 1.90 -3.20 -1.61  0.32
39 H 1.42 -4.38 -2.54  0.28
40 O -4.35 -0.97 1.70  -0.80
41 H -5.19 -0.52 1.55  0.29
42 H -4.37 -1.62 0.96  0.44
43 O 2.35 2.48 -1.62  -0.63
44 H 1.37 2.61 -1.41  0.48
45 H 2.41 3.03 -2.41  0.30
46 O 0.82 1.24 2.73  -0.66
47 H -1.56 0.27 0.96  0.18
48 O 3.33 -2.06 -1.92  -0.70
49 H 3.28 -1.58 -1.07  0.24
50 H 4.00 -1.48 -2.30  0.34
51 O 3.12 2.41 3.01  -0.67
52 H 2.49 1.88 3.54  0.34
53 H 3.50 1.71 2.44  0.40
54 O -4.12 2.04 0.41  -0.75
55 H -3.60 2.83 0.60  0.30
56 H -3.75 1.20 0.73  0.48
57 O -0.86 4.43 0.32  -0.60
58 H 0.07 4.13 0.50  0.37
59 H -0.68 5.36 0.13  0.32
60 O -1.44 -4.00 -0.85  -0.66
61 H -0.93 -4.82 -0.95  0.37
62 H -0.95 -3.65 -0.06  0.44
63 H 1.28 1.70 2.00  0.32
64 H 0.20 1.90 3.07  0.35

2S+1   1
Charge   +1

---

Going by the energies, (b) is most stable and the next is 141.3 kcal/mol up.